{
  "formula": "C36H28Cl4HfN4O5SSi",
  "method": "the ωB97M-V functional and the def2-TZVPD basis",
  "fmax_ev_per_a": 2.72,
  "spin_multiplicity": 1,
  "de_lowest_ev": 2.413,
  "homo_ev": -7.67,
  "energy_ha": -4560.53055,
  "symbols": ["Hf", "Cl", "C", "C", "C", "C", "O", "C", "C", "N", "C", "C", "C", "C", "C", "C", "C", "C", "N", "C", "C", "H", "H", "H", "H", "H", "H", "H", "H", "H", "H", "O", "C", "O", "C", "C", "Cl", "N", "N", "C", "C", "O", "O", "C", "C", "C", "C", "C", "C", "H", "H", "H", "H", "H", "H", "Cl", "C", "C", "C", "C", "C", "Cl", "C", "S", "H", "H", "H", "C", "Si", "C", "C", "H", "H", "H", "H", "H", "H", "H", "H", "H"],
  "positions_angstrom": [[-0.1483, -0.0381, 0.0932], [-7.1691, -0.7234, 1.2651], [-5.4441, -0.8483, 1.2158], [-4.8521, -2.0046, 0.7051], [-3.4858, -2.1242, 0.6908], [-2.6520, -1.0888, 1.1629], [-1.3656, -1.2431, 1.2254], [-3.2698, 0.1143, 1.6132], [-2.4825, 1.2457, 1.9751], [-1.2141, 1.3361, 1.7194], [-0.4803, 2.4853, 1.9897], [-0.9602, 3.6073, 2.6661], [-0.1611, 4.7155, 2.8862], [1.1399, 4.7191, 2.4325], [1.6592, 3.6203, 1.7513], [3.0301, 3.5901, 1.3427], [3.4976, 2.5019, 0.7090], [2.5923, 1.4423, 0.3224], [1.3336, 1.3600, 0.8719], [0.8559, 2.4792, 1.5026], [-4.6715, 0.1967, 1.6607], [-5.4771, -2.7970, 0.3264], [-3.0227, -3.0140, 0.2960], [-3.0272, 2.0599, 2.4591], [-1.9760, 3.6232, 3.0271], [-0.5622, 5.5729, 3.4069], [1.7834, 5.5696, 2.6007], [3.6566, 4.4360, 1.5854], [4.5276, 2.4113, 0.4073], [3.0685, 0.4839, 0.1413], [-5.1348, 1.1042, 2.0130], [-0.0288, -5.9662, 0.0434], [0.7736, -5.6042, 1.0149], [1.3197, -6.4021, 1.7348], [1.0126, -4.1359, 1.2075], [1.7898, -3.6366, 2.2523], [2.4830, -4.4511, 3.5576], [1.8476, -2.2933, 2.1245], [1.1573, -1.8906, 1.0516], [0.6311, -2.9792, 0.4872], [-0.2994, -2.8220, -0.6905], [-0.8552, -3.8159, -1.1485], [-0.4497, -1.6395, -1.1313], [2.4913, -1.3426, 2.9436], [1.7762, -0.1998, 3.2852], [2.3946, 0.7820, 4.0379], [3.7030, 0.6073, 4.4621], [4.3952, -0.5498, 4.1434], [3.7997, -1.5294, 3.3708], [-0.4213, -5.2060, -0.4842], [0.7399, -0.1105, 2.9757], [1.8502, 1.6794, 4.2889], [4.1832, 1.3727, 5.0492], [5.4082, -0.6893, 4.4867], [4.3459, -2.4164, 3.0927], [2.1861, -1.1440, -1.4577], [3.1711, -0.4235, -2.6942], [3.8604, -1.2520, -3.5595], [4.5842, -0.6913, -4.5980], [4.6248, 0.6867, -4.7445], [3.9457, 1.5063, -3.8585], [4.0127, 3.2103, -4.0697], [3.1862, 0.9693, -2.8075], [2.2249, 1.9879, -1.7563], [3.8107, -2.3214, -3.4218], [5.1073, -1.3321, -5.2899], [5.1863, 1.1343, -5.5487], [-3.3954, 0.7421, -1.7880], [-1.5634, 1.3713, -1.6223], [-1.7844, 3.2148, -1.0318], [-1.0355, 1.5960, -3.4763], [-3.9457, 1.3522, -2.5011], [-3.9377, 0.7794, -0.8473], [-3.4309, -0.2850, -2.1425], [-2.3108, 3.7980, -1.7828], [-0.8251, 3.6996, -0.8626], [-2.3553, 3.2880, -0.1091], [-1.8334, 2.0965, -4.0221], [-0.8422, 0.6471, -3.9701], [-0.1429, 2.2084, -3.5726]]
}